[1]
Density functional theory data (ωB97M-V/def2-TZVPD) for C8H16N2O4 in the gas phase in a non-equilibrium geometry.

Orbital gap, eV: 10.131
Spin multiplicity: 1
Relative energy (zero: lowest compared OMol25 entry of this formula, charge and spin), kJ/mol: 28.6
Charge: 0
SMILES string: CC(C)[C@H](NC(=O)[C@@H](N)CO)C(=O)O

Structure (XYZ):
```
30
Properties=species:S:1:pos:R:3:forces:R:3:mulliken_charge:R:1
C -2.469 -0.727 -0.478 -0.341 -0.589 -0.749 0.546
C -1.149 -0.192 -1.059 -0.764 0.114 -0.032 0.054
C -3.464 0.407 -0.218 0.585 0.330 0.400 -0.632
C 1.278 -0.156 -0.720 -0.290 -0.396 -0.148 -0.265
C 2.206 -1.370 -0.450 0.599 -0.791 0.968 0.227
C 1.572 1.092 0.163 1.456 -0.379 -0.266 0.339
C 2.973 1.611 -0.222 -0.392 1.747 -0.586 -1.343
C 1.504 0.782 1.649 -0.429 0.117 0.263 -1.352
H -3.088 -2.069 0.941 1.374 0.775 -0.162 0.318
H -1.786 -1.111 1.474 -0.619 -0.036 -0.445 0.149
H -2.970 -1.393 -1.246 0.722 0.751 0.574 0.257
H -3.556 1.079 -1.072 0.392 0.022 -0.061 0.354
H -3.105 0.973 0.677 -0.244 -0.175 -0.503 0.258
H -5.373 0.503 0.228 0.740 -0.812 -0.234 0.316
H -0.110 -1.352 0.300 -0.277 0.007 -0.359 0.508
H 1.339 0.122 -1.788 -0.042 -0.116 0.492 0.610
H 0.789 1.831 -0.043 0.190 -0.175 -0.350 0.395
H 2.968 2.025 -1.272 0.055 -0.742 0.837 0.330
H 3.732 0.820 -0.141 -0.182 0.488 0.088 0.298
H 3.230 2.520 0.385 -0.009 -1.040 -0.211 0.390
H 2.370 0.223 2.033 -0.372 0.045 -0.180 0.268
H 0.562 0.265 1.851 0.244 -0.324 0.189 0.235
H 1.404 1.711 2.217 0.334 0.032 -0.067 0.473
H 3.891 -2.138 -0.724 -0.249 0.418 -0.407 0.366
N -2.198 -1.586 0.662 -1.296 -0.859 0.766 -0.695
N -0.057 -0.630 -0.410 0.677 -0.155 -0.152 -0.174
O -1.128 0.596 -1.993 0.126 -0.085 0.200 -0.682
O -4.714 -0.199 0.024 -1.096 0.490 0.539 -0.511
O 1.938 -2.258 0.355 0.337 1.566 -1.399 -0.593
O 3.413 -1.378 -1.125 -1.230 -0.228 0.995 -0.442
```
Forces are in eV/Å.

[2]
Density functional theory data (ωB97M-V/def2-TZVPD) for an isolated ion of composition C8H16N2P and charge +1 in a non-equilibrium geometry.

Orbital gap, eV: 8.338
Spin multiplicity: 1
Relative energy (zero: lowest compared OMol25 entry of this formula, charge and spin), kJ/mol: 0.0
Charge: +1

Structure (XYZ):
```
27
Properties=species:S:1:pos:R:3:forces:R:3:mulliken_charge:R:1
C -0.540 1.602 -1.164 4.127 2.864 1.814 -0.655
C 0.258 1.467 -0.050 -1.809 -3.015 -0.092 0.341
C 1.380 2.760 -1.274 -2.663 -0.706 0.015 0.211
C 2.443 3.586 -1.740 1.197 -0.724 -1.353 -1.110
C -0.288 -3.502 -0.161 -1.329 1.519 0.002 -1.274
C 0.025 0.286 0.907 -0.630 0.768 -1.012 -0.262
C -0.483 -2.306 0.784 0.351 0.006 1.052 -0.601
C 0.275 -1.109 0.204 -2.372 1.510 -0.148 -0.577
N 0.132 2.567 -1.865 1.204 0.153 -2.064 -0.131
N 1.440 2.099 -0.163 0.128 -0.215 1.140 -0.621
P -1.673 0.448 1.683 1.725 -0.515 -2.835 0.024
H -1.458 1.300 -1.392 -3.570 -1.336 -1.060 0.559
H 3.340 3.022 -1.551 0.638 0.329 0.833 0.332
H 2.503 3.618 -2.799 -0.482 0.509 -1.175 0.394
H 2.402 4.552 -1.329 0.347 1.273 0.582 0.276
H -0.595 -3.150 -1.187 0.239 -0.762 0.928 0.309
H -0.935 -4.273 0.223 -0.026 -0.688 -0.408 0.386
H 0.739 -3.798 -0.170 0.583 -0.345 -0.076 0.336
H 0.737 0.466 1.643 1.124 -0.005 1.930 0.608
H -2.524 -0.046 0.603 0.104 1.314 1.013 0.252
H -0.163 -2.488 1.820 0.919 -0.431 -0.263 0.455
H -1.544 -2.166 1.108 0.184 0.304 -1.436 0.361
H 1.347 -1.255 0.169 0.153 -0.156 -0.051 0.362
H -0.123 -0.910 -0.821 0.621 -0.510 0.540 0.354
H -0.024 2.756 -2.867 -0.030 0.110 0.988 0.295
H -1.823 -0.566 2.513 -0.328 -1.391 1.688 0.162
H -1.857 1.607 2.444 -0.404 0.143 -0.555 0.213
```
Forces are in eV/Å.

[3]
Density functional theory data (ωB97M-V/def2-TZVPD) for a 2-piece molecular cluster, C8H16N2S4 overall.

Orbital gap, eV: 8.308
Spin multiplicity: 1
Charge: 0
SMILES string: S=C1[C@H](S)C[C@H]1S.[H]/N=C\N(S)C(C)C

Structure (XYZ):
```
30
Properties=species:S:1:pos:R:3:forces:R:3:mulliken_charge:R:1
C 1.864 -0.792 -1.620 0.027 0.056 -0.028 -1.460
C 2.348 -2.087 -0.972 0.080 0.049 0.108 0.513
C 3.679 -2.559 -1.554 0.035 -0.012 -0.020 -1.438
C 0.940 -3.813 0.130 -0.033 -0.080 0.093 0.314
C -3.613 3.143 1.390 -0.070 -0.030 -0.031 -0.058
C -2.781 3.400 2.673 -0.010 -0.096 0.205 -0.741
C -1.535 3.636 1.783 0.091 0.191 -0.017 -0.018
C -2.474 3.760 0.596 0.068 0.093 -0.269 0.001
H 0.916 -0.469 -1.180 0.100 -0.039 -0.045 0.357
H 2.606 0.002 -1.472 -0.115 -0.147 -0.024 0.396
H 1.720 -0.923 -2.697 0.019 0.000 0.146 0.367
H 2.489 -1.898 0.100 -0.021 -0.026 -0.148 0.186
H 3.592 -2.733 -2.633 -0.008 0.018 0.147 0.361
H 4.010 -3.486 -1.075 -0.054 0.131 -0.069 0.345
H 4.452 -1.798 -1.401 -0.120 -0.097 -0.017 0.397
H 1.665 -4.650 -2.783 -0.014 0.015 0.034 0.136
H 1.387 -3.359 1.018 -0.038 -0.030 -0.096 0.271
H -0.183 -5.145 -0.615 0.048 0.014 0.039 0.216
H -4.980 5.053 1.225 0.010 -0.012 0.004 0.119
H -3.656 2.071 1.173 0.006 0.070 0.017 0.249
H -3.084 4.318 3.181 0.018 -0.095 -0.075 0.248
H -2.733 2.581 3.395 -0.002 0.122 -0.109 0.329
H -0.931 4.521 1.993 -0.068 -0.134 -0.036 0.399
H 0.159 2.494 0.575 -0.022 0.020 0.004 0.135
N 1.320 -3.140 -1.032 -0.148 -0.173 -0.133 -0.057
N 0.180 -4.816 0.282 0.156 0.255 -0.196 -0.694
S 0.762 -3.676 -2.539 0.076 0.076 0.217 -0.209
S -5.294 3.749 1.199 0.106 -0.018 -0.002 -0.177
S -0.491 2.151 1.698 -0.079 0.019 -0.004 -0.241
S -2.336 4.465 -0.838 -0.037 -0.145 0.301 -0.246
```
Forces are in eV/Å.

[4]
Density functional theory data (ωB97M-V/def2-TZVPD) for C8H16N3O4SeSiV as an isolated structure in a non-equilibrium geometry.

Orbital gap (spin up / spin down), eV: 7.086 / 8.323
Spin multiplicity: 2
Relative energy (zero: lowest compared OMol25 entry of this formula, charge and spin), kJ/mol: 0.0
Charge: +1

Structure (XYZ):
```
34
Properties=species:S:1:pos:R:3:forces:R:3:mulliken_charge:R:1
V -1.266 0.425 -0.380 0.565 -0.265 0.613 0.660
N -3.274 0.907 0.396 0.045 0.194 -0.292 -0.510
N -4.063 -0.196 0.029 -0.404 0.032 0.026 -0.162
C -3.428 -1.361 -0.327 1.062 0.204 0.102 0.629
O -3.921 -2.377 -0.668 -0.263 -0.115 0.117 -0.483
O -2.052 -1.151 -0.261 -0.576 -0.143 -0.420 -0.498
H -3.268 1.045 1.410 0.026 0.015 -0.222 0.310
H -3.636 1.744 -0.063 0.063 -0.047 0.141 0.335
H -5.050 -0.214 0.247 0.090 0.043 -0.014 0.229
O -1.285 2.099 -1.424 -0.237 0.037 -0.034 -0.583
C -0.205 1.746 -2.033 -0.478 0.154 0.153 0.946
C 0.583 2.500 -3.039 0.028 0.018 -0.044 -0.487
C 1.638 1.461 -3.427 0.084 0.007 -0.049 -0.466
C 1.442 0.289 -2.472 -0.232 -0.029 0.258 0.213
O 2.107 -0.685 -2.349 0.039 -0.070 0.045 -0.505
N 0.252 0.562 -1.698 0.313 -0.067 -0.510 -0.240
H 0.996 3.393 -2.566 0.013 -0.003 -0.006 0.291
H -0.061 2.831 -3.853 0.013 -0.013 -0.003 0.349
H 2.664 1.813 -3.345 -0.031 0.008 -0.003 0.328
H 1.499 1.087 -4.442 0.021 0.003 0.011 0.288
C 2.959 -0.151 2.070 -0.180 0.205 -0.060 -1.008
Si 1.254 -0.898 2.049 0.275 -0.378 0.132 0.554
C 1.047 -2.235 0.778 -0.205 0.069 -0.009 -0.858
C 0.655 -1.408 3.737 -0.026 0.114 -0.072 -1.060
Se -0.193 0.916 1.558 -0.165 0.139 0.196 -0.138
H 3.685 -0.863 2.464 -0.027 -0.104 0.014 0.356
H 2.991 0.738 2.702 0.016 -0.018 -0.009 0.341
H 3.278 0.132 1.065 -0.003 -0.007 0.003 0.305
H 1.749 -3.044 0.988 0.059 0.002 0.078 0.404
H 1.257 -1.889 -0.234 0.005 0.016 -0.056 0.201
H 0.040 -2.660 0.813 0.060 0.038 -0.052 0.254
H 1.353 -2.116 4.186 0.053 -0.045 -0.030 0.354
H -0.321 -1.892 3.680 -0.006 0.019 -0.002 0.309
H 0.576 -0.552 4.410 0.005 -0.013 -0.002 0.342
```
Forces are in eV/Å.

[5]
Density functional theory data (ωB97M-V/def2-TZVPD) for a 2-piece molecular cluster, C8H16N3O5P2 overall in a non-equilibrium geometry.

Orbital gap, eV: 6.682
Spin multiplicity: 1
Charge: +1

Structure (XYZ):
```
34
Properties=species:S:1:pos:R:3:forces:R:3:mulliken_charge:R:1
C 1.796 -1.464 1.260 0.101 0.984 -0.541 -0.887
C 2.029 -0.631 -0.127 0.898 -1.575 1.855 -0.079
O 0.724 -0.562 -0.783 -1.823 1.898 1.899 -0.415
C -0.255 0.052 0.022 -2.319 0.579 1.095 0.478
C -0.051 1.318 0.905 -3.194 -1.384 0.131 -0.237
C -1.262 1.882 1.732 -0.181 -3.434 -2.689 -0.647
C -2.630 1.149 1.595 4.066 0.810 -0.396 -0.042
N -2.746 -0.027 0.768 1.959 3.259 1.010 0.075
P -4.358 -0.820 0.653 -2.759 -2.372 -0.774 0.312
O -5.081 -0.107 -0.756 2.217 0.586 1.946 -0.510
O -5.248 -0.393 2.051 1.270 0.499 -2.096 -0.432
C -1.674 -0.620 0.003 1.704 3.180 0.483 0.232
P -2.051 -2.216 -1.001 0.195 -3.271 2.714 0.208
N -2.348 -3.370 0.101 0.599 1.174 -1.392 -0.638
H 1.483 -0.690 2.055 0.743 -1.480 -0.909 0.271
H 0.928 -2.196 1.153 1.256 0.846 -0.025 0.233
H 2.754 -2.021 1.523 -1.376 0.885 -0.094 0.383
H 2.495 0.380 0.121 -0.823 -1.266 -0.653 -0.019
H 2.738 -1.213 -0.804 -1.331 1.014 0.704 0.390
H 0.981 1.818 0.942 -1.808 -0.809 -0.013 0.335
H -1.134 2.814 2.392 -0.345 -1.740 -1.213 0.346
H -3.517 1.576 2.192 1.284 -1.252 -1.284 0.387
H -4.394 0.402 -1.260 -1.022 -0.303 0.460 0.358
H -5.998 -1.028 2.154 0.827 0.438 -0.224 0.366
H -0.880 -2.658 -1.723 -0.733 1.378 -0.131 0.139
H -3.192 -2.029 -1.851 0.840 0.731 0.156 0.155
H -1.660 -4.132 0.010 -0.366 0.524 0.104 0.230
C 4.784 2.563 -2.356 0.086 0.064 -0.357 -0.743
N 4.480 1.532 -1.330 0.081 -0.172 -0.081 0.878
O 4.349 0.380 -1.713 0.110 0.547 0.348 -0.500
O 4.382 1.914 -0.174 -0.113 -0.334 -0.432 -0.524
H 4.841 2.083 -3.331 -0.023 -0.025 0.212 0.316
H 3.979 3.297 -2.333 0.159 -0.011 0.115 0.296
H 5.739 3.017 -2.092 -0.177 0.030 0.070 0.286
```
Forces are in eV/Å.

[6]
Density functional theory data (ωB97M-V/def2-TZVPD) for a 3-piece molecular cluster, C8H16N4O2 overall in a non-equilibrium geometry.

Orbital gap, eV: 4.457
Spin multiplicity: 1
Relative energy (zero: lowest compared OMol25 entry of this formula, charge and spin), kJ/mol: 81.0
Charge: +2

Structure (XYZ):
```
30
Properties=species:S:1:pos:R:3:forces:R:3:mulliken_charge:R:1
C 3.417 -1.139 -0.376 -2.363 -1.304 -1.218 0.300
C 2.152 0.341 -1.801 1.506 -1.908 1.986 0.228
C -0.240 -1.418 1.053 0.198 0.410 -1.352 0.646
C 4.396 -1.129 0.755 1.817 -2.852 -0.417 -0.478
C 4.312 1.250 1.118 0.750 -2.359 -3.147 -0.905
C 3.046 1.240 0.252 0.042 1.159 0.480 -0.584
C -9.204 -0.259 0.480 -0.080 -0.458 -1.475 -0.685
C -9.717 0.704 -0.461 0.385 2.428 0.075 0.060
N 4.359 -0.063 1.734 -0.921 0.189 -0.985 -0.326
N 2.928 0.192 -0.728 0.541 -0.080 -1.031 0.028
N 1.531 1.451 -2.112 -0.860 -2.876 -2.208 -0.319
N 2.950 -2.116 -1.098 0.193 5.176 0.844 -0.672
O -0.798 -2.303 1.499 -0.790 -1.304 1.296 -0.311
O 0.281 -0.571 0.460 0.592 0.896 0.049 -0.379
H 4.306 -2.128 1.332 0.180 1.509 -1.134 0.391
H 5.336 -1.292 -0.004 -0.987 0.799 2.159 0.255
H 5.211 1.375 0.498 -0.058 0.132 -0.369 0.364
H 4.362 2.045 1.762 -0.516 1.724 1.968 0.541
H 2.270 0.984 0.932 -1.014 0.423 0.839 0.347
H 2.803 2.181 -0.267 0.576 -0.176 0.715 0.445
H -9.348 -0.122 1.555 -0.207 0.450 -0.196 0.359
H -9.541 -1.230 0.078 0.514 -0.095 0.576 0.315
H -8.044 -0.246 0.373 -1.235 0.123 -0.308 0.352
H -9.849 1.826 -0.273 0.192 -1.587 0.462 0.294
H -9.983 0.565 -1.537 0.339 -0.865 0.874 0.306
H 5.039 -0.136 2.458 0.500 -0.322 0.271 0.263
H 0.921 1.397 -2.928 0.354 0.400 0.362 0.268
H 1.731 2.307 -1.715 0.246 1.934 0.941 0.137
H 3.226 -2.995 -0.840 1.117 -2.705 0.899 0.237
H 2.148 -0.709 -2.202 -1.011 1.139 -0.954 0.525
```
Forces are in eV/Å.

| no. | calculated total energy (eV) |
| --- | --- |
| 1 | -19726.4830 |
| 2 | -20816.0103 |
| 3 | -54874.8802 |
| 4 | -120124.5390 |
| 5 | -41826.1852 |
| 6 | -18592.4287 |